Record 1
Density functional theory data (wB97M-V/def2-TZVPD) for one molecule with the formula C5H8OS2 at a distorted geometry.

Values from the calculation:
**Gap between HOMO and LUMO**: 8.755 eV
**SMILES string**: C[C@H]1C[C@@H](S)C(=S)O1
**Energy above the lowest of the compared OMol25 structures with the same formula, charge and spin**: 39.5 kcal per mole

The geometry in ORCA input format:
```
! wB97M-V def2-TZVPD RIJCOSX def2/J DEFGRID3
* xyz 0 1
C -0.93 0.65 -1.51
C -0.41 1.07 -0.17
C -0.60 0.06 0.93
C 0.55 -0.93 1.04
S 0.37 -2.68 0.32
C 1.61 0.03 0.38
S 3.23 -0.08 0.42
O 1.06 1.12 -0.20
H -0.93 1.79 -2.07
H -0.33 -0.21 -1.81
H -2.00 0.40 -1.37
H -0.60 2.06 0.04
H -1.60 -0.36 0.94
H -0.72 0.60 1.93
H 0.78 -1.19 2.06
H 0.53 -2.33 -0.93
*
```

natural (NBO) atomic charge list, values in e, 5 entries:
1. C -0.625
2. C 0.084
3. C -0.472
4. C -0.383
5. S -0.007

---

Record 2
Density functional theory data (wB97M-V/def2-TZVPD) for C28H46AlBN4OPSSi as an isolated structure.

Values from the calculation:
**Gap between HOMO and LUMO**: 8.658 eV
**Energy above the lowest of the compared OMol25 structures with the same formula, charge and spin**: 0.0 kcal per mole

The geometry in ORCA input format:
```
! wB97M-V def2-TZVPD RIJCOSX def2/J DEFGRID3
* xyz 1 1
Al -0.41 -0.15 0.04
C -4.79 -3.06 -4.48
Si -3.09 -2.45 -4.03
C -2.60 -1.04 -5.14
C -1.84 -3.83 -4.08
C -3.19 -1.86 -2.22
C -4.33 -2.03 -1.45
C -4.41 -1.67 -0.10
C -3.29 -1.15 0.49
N -2.16 -0.98 -0.22
C -2.10 -1.31 -1.53
S -0.49 -0.94 -2.15
H -4.79 -3.38 -5.52
H -5.55 -2.28 -4.39
H -5.11 -3.91 -3.88
H -2.78 -1.33 -6.18
H -1.54 -0.79 -5.04
H -3.18 -0.13 -4.95
H -1.71 -4.21 -5.09
H -2.15 -4.66 -3.44
H -0.87 -3.48 -3.73
H -5.22 -2.45 -1.91
H -5.31 -1.81 0.47
H -3.24 -0.86 1.53
C 4.11 -2.52 0.15
C 2.78 -2.08 -0.47
C 3.02 -1.74 -1.95
C 1.81 -3.27 -0.38
P 2.03 -0.66 0.48
C 2.20 -1.19 2.22
C 3.22 -0.78 3.07
C 3.31 -1.29 4.36
C 2.40 -2.23 4.80
C 1.39 -2.66 3.96
C 1.29 -2.14 2.68
C 2.94 0.95 0.19
C 2.56 1.47 -1.20
C 2.43 1.96 1.24
C 4.47 0.86 0.25
H 4.46 -3.40 -0.39
H 4.01 -2.79 1.20
H 4.89 -1.75 0.06
H 3.37 -2.64 -2.45
H 3.79 -0.98 -2.07
H 2.11 -1.42 -2.46
H 2.19 -4.07 -1.02
H 0.81 -3.02 -0.74
H 1.74 -3.66 0.63
H 3.96 -0.06 2.75
H 4.11 -0.95 5.01
H 2.47 -2.62 5.81
H 0.66 -3.39 4.30
H 0.48 -2.48 2.04
H 1.49 1.66 -1.31
H 2.87 0.81 -2.00
H 3.07 2.42 -1.35
H 1.34 2.03 1.24
H 2.83 2.94 0.97
H 2.75 1.73 2.25
H 4.87 0.30 -0.59
H 4.86 0.42 1.16
H 4.87 1.88 0.18
B -0.61 1.46 4.27
C -0.66 0.63 2.94
N -0.72 0.12 1.90
H -1.75 1.54 4.67
H -0.18 2.54 3.91
H 0.13 0.90 5.04
N -0.76 1.74 -0.22
C -1.27 2.73 0.10
N -1.83 3.83 0.46
C -2.38 4.79 -0.53
C -1.93 6.18 -0.12
O -2.31 6.45 1.21
C -1.65 5.58 2.12
C -2.06 4.14 1.89
H -3.47 4.71 -0.51
H -2.01 4.52 -1.52
H -2.41 6.92 -0.75
H -0.84 6.27 -0.23
H -1.94 5.89 3.12
H -0.56 5.69 2.02
H -3.13 4.00 2.09
H -1.48 3.46 2.51
*
```

Löwdin atomic charge list, values in e, 5 entries:
1. Al -0.108
2. C -0.181
3. Si 0.511
4. C -0.176
5. C -0.169

---

Record 3
Density functional theory data (wB97M-V/def2-TZVPD) for a 2-piece molecular cluster, C3H12N2O overall at a distorted geometry.

Values from the calculation:
**Gap between HOMO and LUMO**: 9.615 eV
**SMILES string**: CCO.NCN
**Energy above the lowest of the compared OMol25 structures with the same formula, charge and spin**: 35.8 kcal per mole

The geometry in ORCA input format:
```
! wB97M-V def2-TZVPD RIJCOSX def2/J DEFGRID3
* xyz 0 1
C 1.90 1.79 1.18
C 2.76 1.92 2.45
O 2.84 0.52 3.01
H 1.37 0.91 1.37
H 2.58 1.60 0.31
H 1.27 2.64 1.03
H 3.81 2.21 2.44
H 2.27 2.58 3.16
H 3.08 0.61 3.96
N -3.03 -2.45 -2.29
C -2.13 -1.48 -1.80
N -2.22 -0.28 -2.61
H -2.75 -3.36 -2.32
H -3.94 -2.28 -2.28
H -1.17 -1.91 -1.97
H -2.35 -1.26 -0.66
H -2.98 0.34 -2.30
H -2.23 -0.49 -3.58
*
```

natural (NBO) atomic charge list, values in e, 5 entries:
1. C -0.635
2. C -0.066
3. O -0.752
4. H 0.235
5. H 0.211

---

Record 4
Density functional theory data (wB97M-V/def2-TZVPD) for one molecule with the formula C4H5Cl2FS at a distorted geometry.

Values from the calculation:
**Gap between HOMO and LUMO**: 9.639 eV
**SMILES string**: F/C(CCl)=C(\Cl)CS
**Energy above the lowest of the compared OMol25 structures with the same formula, charge and spin**: 54.1 kcal per mole

The geometry in ORCA input format:
```
! wB97M-V def2-TZVPD RIJCOSX def2/J DEFGRID3
* xyz 0 1
F -0.56 0.96 -1.78
C -0.41 0.53 -0.51
C -0.32 1.77 0.57
Cl 1.08 2.88 0.25
C 0.01 -0.77 -0.35
Cl -0.44 -1.51 -1.93
C 0.61 -1.50 0.81
S -0.42 -1.87 2.19
H -0.23 1.67 1.65
H -1.09 2.60 0.44
H 1.22 -2.34 0.45
H 1.41 -0.87 1.17
H 0.14 -3.29 2.65
*
```

natural (NBO) atomic charge list, values in e, 5 entries:
1. F -0.314
2. C 0.380
3. C -0.447
4. Cl -0.077
5. C -0.059

---

Record 5
Density functional theory data (wB97M-V/def2-TZVPD) for a 2-piece molecular cluster, CHClO2S overall at a distorted geometry.

Values from the calculation:
**Gap between HOMO and LUMO**: 8.150 eV
**Energy above the lowest of the compared OMol25 structures with the same formula, charge and spin**: 28.0 kcal per mole

The geometry in ORCA input format:
```
! wB97M-V def2-TZVPD RIJCOSX def2/J DEFGRID3
* xyz 0 1
C 0.93 0.99 -0.37
O 0.62 -1.54 -0.10
O 0.47 2.04 -0.22
S 1.62 -0.49 -0.35
Cl -2.23 -0.22 0.16
H -1.41 -0.77 0.87
*
```

natural (NBO) atomic charge list, values in e, 5 entries:
1. C 0.382
2. O -0.935
3. O -0.364
4. S 0.916
5. Cl -0.260

---

Record 6
Density functional theory data (wB97M-V/def2-TZVPD) for one molecule with the formula C5H8O at a distorted geometry.

Values from the calculation:
**Gap between HOMO and LUMO**: 8.914 eV
**Energy above the lowest of the compared OMol25 structures with the same formula, charge and spin**: 107.4 kcal per mole

The geometry in ORCA input format:
```
! wB97M-V def2-TZVPD RIJCOSX def2/J DEFGRID3
* xyz 0 1
O -1.84 0.07 0.20
C -2.19 -1.06 -0.36
C -0.46 -0.20 0.56
C 0.33 1.08 0.66
C 1.50 0.33 -0.02
C 0.46 -0.66 -0.59
H -2.76 -0.73 -1.25
H -0.43 -0.88 1.42
H -0.11 1.81 -0.03
H 0.45 1.52 1.65
H 2.11 0.89 -0.74
H 2.15 -0.15 0.71
H 0.09 -0.32 -1.56
H 0.71 -1.72 -0.66
*
```

natural (NBO) atomic charge list, values in e, 5 entries:
1. O -0.499
2. C 0.119
3. C 0.085
4. C -0.425
5. C -0.402

---

Q: What is the gap between HOMO and LUMO in the fourth record?
A: 9.639 eV

---

Q: Which formula does entry 3 have?
A: C3H12N2O

---

Q: Among the records above, which one has the lowest energy above the lowest of the compared OMol25 structures with the same formula, charge and spin?
A: C28H46AlBN4OPSSi